Record 1
DFT (ωB97M-V/def2-TZVPD) results for a 2-piece molecular cluster, CH5P overall in a non-equilibrium geometry.

```
7
Properties=species:S:1:pos:R:3:mulliken_charge:R:1
H -0.326 -2.187 -1.595 -0.019
H -0.513 -2.676 -1.081 0.010
C -0.495 -0.077 0.620 -0.333
P -1.948 0.036 -0.174 -0.050
H -0.066 0.550 1.421 0.247
H 0.165 -1.039 0.449 0.132
H -2.374 1.302 0.214 0.013
```

Results
maximum force = 0.050 Eh/bohr
molecular weight = 48.03 u
SMILES string = [H][H].C=P

***

Record 2
DFT (ωB97M-V/def2-TZVPD) results for an isolated molecule of CH5PS in a non-equilibrium geometry.

```
8
Properties=species:S:1:pos:R:3:mulliken_charge:R:1
C 1.396 -0.089 -0.152 -0.715
S -0.279 1.190 0.002 -0.160
P -1.728 -0.273 -0.016 -0.094
H 1.437 -0.527 0.839 0.275
H 2.236 0.357 -0.652 0.319
H 0.762 -0.675 -0.712 0.226
H -2.071 0.307 1.257 0.082
H -2.699 0.463 -0.666 0.067
```

Results
maximum force = 0.072 Eh/bohr
molecular weight = 80.09 u
SMILES string = CSP

***

Record 3
DFT (ωB97M-V/def2-TZVPD) results for an isolated molecule of CH5PS2 in a non-equilibrium geometry.

```
9
Properties=species:S:1:pos:R:3:mulliken_charge:R:1
C 0.649 -0.635 0.638 -0.806
P -0.845 -0.144 -0.382 0.309
S -2.368 -1.399 -0.455 -0.320
S -1.559 2.201 0.621 -0.334
H 1.437 0.124 0.388 0.322
H 0.349 -0.593 1.737 0.274
H 0.898 -1.645 0.319 0.327
H -0.356 0.370 -1.481 0.118
H -2.761 2.471 0.428 0.110
```

Results
maximum force = 0.100 Eh/bohr
molecular weight = 112.16 u
SMILES string = C[P@@H](=S)S

***

Record 4
DFT (ωB97M-V/def2-TZVPD) results for a 2-piece molecular cluster, CH5PS2 overall in a non-equilibrium geometry.

```
9
Properties=species:S:1:pos:R:3:mulliken_charge:R:1
C -0.722 -1.973 0.264 -0.920
P 1.371 2.855 0.026 -0.047
S -0.539 -0.782 -1.052 -0.092
S 0.902 1.073 0.833 -0.119
H 0.222 -2.416 0.638 0.307
H -1.402 -2.733 -0.069 0.342
H -1.341 -1.805 1.089 0.368
H 1.409 2.307 -1.328 0.076
H 0.101 3.474 -0.399 0.085
```

Results
maximum force = 0.053 Eh/bohr
molecular weight = 112.16 u

***

Record 5
DFT (ωB97M-V/def2-TZVPD) results for a 2-piece molecular cluster, CH5PS2 overall.

```
9
Properties=species:S:1:pos:R:3:mulliken_charge:R:1
C -1.012 -0.313 -0.449 -0.765
P 0.496 -1.372 -0.518 0.146
S 2.182 2.090 -0.575 -0.177
S -0.074 -3.160 -1.146 -0.282
H -1.442 -0.255 -1.449 0.275
H -0.746 0.687 -0.110 0.269
H -1.728 -0.771 0.233 0.308
H 0.818 -1.508 0.839 0.070
H 2.890 2.343 0.517 0.156
```

Results
maximum force = 0.014 Eh/bohr
molecular weight = 112.16 u

***

Record 6
DFT (ωB97M-V/def2-TZVPD) results for an isolated molecule of CH5PS2 in a non-equilibrium geometry.

```
9
Properties=species:S:1:pos:R:3:mulliken_charge:R:1
C -0.159 0.819 1.179 -1.094
P 0.176 -0.671 -0.264 0.350
S -0.889 -2.328 -0.328 -0.231
S 0.263 0.279 -2.125 -0.306
H 0.763 1.330 1.188 0.366
H -0.980 1.422 0.935 0.319
H -0.303 0.292 2.094 0.362
H 1.535 -0.662 0.183 0.105
H -0.407 -0.480 -2.861 0.128
```

Results
maximum force = 0.096 Eh/bohr
spin multiplicity = 3
molecular weight = 112.16 u

***

Record 7
DFT (ωB97M-V/def2-TZVPD) results for a 2-piece molecular cluster, CH5S2 overall in a non-equilibrium geometry.

```
8
Properties=species:S:1:pos:R:3:mulliken_charge:R:1
S -0.138 2.960 2.030 -0.908
H 0.893 2.051 2.154 -0.075
C 0.372 -0.708 -0.652 -0.583
S -1.097 -0.963 -1.615 -0.234
H 1.254 -0.664 -1.309 0.246
H 0.578 -1.469 0.080 0.251
H 0.078 0.195 -0.105 0.190
H -1.941 -1.401 -0.584 0.114
```

Results
net charge = -1
maximum force = 0.040 Eh/bohr
molecular weight = 81.19 u

***

Record 8
DFT (ωB97M-V/def2-TZVPD) results for a 2-piece molecular cluster, CH5S3 overall.

```
9
Properties=species:S:1:pos:R:3:mulliken_charge:R:1
S 2.499 2.574 -1.127 -0.277
H 1.703 2.188 -2.136 0.148
C -1.402 -1.190 1.045 -0.734
S -1.047 -0.802 -0.725 0.075
S 0.851 -0.871 -1.123 -0.196
H -2.254 -1.883 1.132 0.287
H -1.769 -0.244 1.425 0.268
H -0.591 -1.621 1.618 0.299
H 2.010 1.849 -0.109 0.129
```

Results
maximum force = 0.015 Eh/bohr
spin multiplicity = 2
molecular weight = 113.25 u

***

Record 9
DFT (ωB97M-V/def2-TZVPD) results for an isolated molecule of CH6BN in a non-equilibrium geometry.

```
9
Properties=species:S:1:pos:R:3:mulliken_charge:R:1
C 0.607 -0.917 -0.169 -0.736
B -0.021 0.375 0.477 -0.062
N -0.988 1.075 -0.145 -0.266
H 0.604 -0.686 -1.240 0.271
H 0.117 -1.904 0.067 0.269
H 1.691 -0.908 0.200 0.185
H 0.284 0.973 1.655 -0.107
H -1.345 1.826 0.487 0.212
H -1.512 0.840 -0.982 0.233
```

Results
maximum force = 0.062 Eh/bohr
molecular weight = 42.88 u
SMILES string = CBN

***

Record 10
DFT (ωB97M-V/def2-TZVPD) results for a 3-piece molecular cluster, CH6BN5O3 overall in a non-equilibrium geometry.

```
16
Properties=species:S:1:pos:R:3:mulliken_charge:R:1
B 0.915 -1.768 3.039 0.532
C -0.271 1.056 -1.710 0.401
N -1.196 -3.273 1.420 0.665
N -0.741 1.940 -2.403 -0.438
N -0.079 0.121 -0.948 -0.097
N -0.931 3.321 -2.342 -0.229
N 0.820 -0.933 -0.840 -0.311
O -1.426 -4.185 2.005 0.100
O 1.653 -1.219 3.854 -0.306
O 0.111 -2.183 2.209 -0.462
H -0.462 3.785 -1.418 0.413
H -1.979 3.410 -2.205 0.412
H -0.597 3.850 -3.246 0.412
H 2.344 -1.149 4.541 0.447
H 0.586 -1.614 -0.259 0.193
H 1.253 -1.159 -1.696 0.265
```

Results
net charge = +2
maximum force = 0.119 Eh/bohr
molecular weight = 146.90 u

***

Record 11
DFT (ωB97M-V/def2-TZVPD) results for a 2-piece molecular cluster, CH6BNO overall in a non-equilibrium geometry.

```
10
Properties=species:S:1:pos:R:3:mulliken_charge:R:1
B -0.819 -0.263 0.636 -0.082
C 2.261 0.059 -0.857 -0.769
N -1.681 0.544 -0.094 -0.334
O -0.997 -0.793 1.788 -0.314
H 3.069 -0.156 -0.035 0.221
H 1.473 0.834 -0.804 0.285
H 2.593 -0.454 -1.823 0.238
H -1.298 0.575 -1.016 0.216
H -2.726 0.532 0.046 0.236
H -1.873 -0.877 2.159 0.303
```

Results
maximum force = 0.066 Eh/bohr
molecular weight = 58.88 u

***

Record 12
DFT (ωB97M-V/def2-TZVPD) results for CH6ClIN2OP as an isolated structure in a non-equilibrium geometry.

```
13
Properties=species:S:1:pos:R:3:mulliken_charge:R:1
C -0.967 1.194 0.618 -0.362
N 0.323 -0.184 -1.575 -0.372
N 0.552 -1.441 0.646 -0.439
O 1.739 0.836 0.395 -0.436
P 0.392 0.079 0.042 0.557
Cl -0.916 2.728 -0.051 -0.005
I -2.800 -0.655 -0.192 0.078
H -1.328 0.936 1.647 0.499
H 0.631 0.576 -2.138 0.280
H -0.523 -0.697 -1.816 0.244
H 0.016 -2.090 0.061 0.333
H 0.495 -1.509 1.643 0.272
H 2.387 0.229 0.718 0.352
```

Results
net charge = +1
maximum force = 0.067 Eh/bohr
molecular weight = 255.40 u

***

Record 13
DFT (ωB97M-V/def2-TZVPD) results for a 2-piece molecular cluster, CH6ClNOP overall in a non-equilibrium geometry.

```
11
Properties=species:S:1:pos:R:3:mulliken_charge:R:1
C 0.281 -0.607 1.630 -0.071
N -0.211 -1.300 0.661 -0.094
O 0.426 0.300 -1.208 -0.542
P 0.611 1.376 -2.177 0.411
Cl 2.399 2.243 -2.002 -0.122
H 0.134 -1.013 2.617 0.288
H 0.441 0.440 1.611 0.274
H -0.617 -2.173 0.894 0.255
H -0.436 2.280 -2.285 0.128
H -0.266 -0.976 -0.357 0.384
H 0.633 1.022 -3.453 0.088
```

Results
net charge = +1
maximum force = 0.056 Eh/bohr
molecular weight = 114.49 u

***

Record 14
DFT (ωB97M-V/def2-TZVPD) results for a 3-piece molecular cluster, CH6FN4O overall in a non-equilibrium geometry.

```
13
Properties=species:S:1:pos:R:3:mulliken_charge:R:1
C 0.181 -0.225 0.857 0.408
N -2.168 0.239 0.292 -0.473
N 2.644 -1.018 0.120 -0.127
N -0.979 -0.041 0.801 0.175
N 3.309 -0.226 -0.617 -0.022
O 1.290 -0.115 1.208 -0.412
F -4.346 0.948 -1.021 -0.418
H -2.425 1.225 0.514 0.302
H -2.891 -0.362 0.451 0.285
H 3.137 -1.324 0.937 0.304
H -4.677 0.496 -1.854 0.416
H 3.977 0.358 -0.175 0.276
H 2.947 0.045 -1.512 0.288
```

Results
net charge = +1
maximum force = 0.094 Eh/bohr
molecular weight = 109.08 u

***

Record 15
DFT (ωB97M-V/def2-TZVPD) results for CH6FN4OP3 as an isolated structure in a non-equilibrium geometry.

```
16
Properties=species:S:1:pos:R:3:mulliken_charge:R:1
C 0.128 0.270 -2.743 -0.617
N -1.522 1.792 2.008 -0.414
N -0.837 0.096 0.089 -0.237
N -0.090 2.843 0.274 -0.352
N 0.324 -0.260 2.439 -0.605
O 0.518 1.324 -1.845 -0.274
F -1.073 4.122 2.889 -0.388
P -0.131 2.818 2.052 0.333
P -1.206 0.053 1.725 0.081
P -0.223 1.429 -0.481 0.664
H 0.693 -0.586 -2.391 0.292
H 0.498 0.695 -3.674 0.230
H -0.918 0.046 -2.755 0.371
H -1.900 1.887 2.926 0.314
H 0.190 -0.158 3.476 0.294
H 1.139 0.427 2.323 0.309
```

Results
maximum force = 0.078 Eh/bohr
molecular weight = 202.01 u

***

Record 16
DFT (ωB97M-V/def2-TZVPD) results for a 2-piece molecular cluster, CH6FPSi2 overall in a non-equilibrium geometry.

```
11
Properties=species:S:1:pos:R:3:mulliken_charge:R:1
C 0.641 -0.386 -0.233 -0.246
F 3.693 0.523 -0.204 -0.220
Si -0.599 -1.753 -0.057 0.354
Si 0.619 1.473 -0.328 0.456
P 3.076 -0.973 -0.248 0.347
H -0.475 -2.393 1.257 -0.097
H -1.923 -1.122 -0.165 -0.122
H -0.428 -2.753 -1.116 -0.104
H -0.732 1.925 -0.680 -0.143
H 1.573 1.918 -1.346 -0.122
H 0.990 2.043 0.978 -0.104
```

Results
maximum force = 0.060 Eh/bohr
molecular weight = 124.20 u

***

Record 17
DFT (ωB97M-V/def2-TZVPD) results for an isolated molecule of CH6IN3O in a non-equilibrium geometry.

```
12
Properties=species:S:1:pos:R:3:mulliken_charge:R:1
C 0.436 -1.093 0.890 -0.680
N 0.316 -0.652 -0.495 0.142
N -1.251 -0.723 -0.862 -0.531
I -2.850 -0.053 0.378 0.076
O 0.852 0.439 -1.023 -0.286
N 0.492 1.624 -0.152 -0.414
H 0.115 -2.198 0.888 0.265
H 1.456 -0.960 1.168 0.314
H -0.157 -0.498 1.592 0.275
H -1.138 0.004 -1.664 0.314
H 0.247 2.328 -0.794 0.249
H 1.480 1.782 0.073 0.275
```

Results
maximum force = 0.097 Eh/bohr
molecular weight = 202.98 u
SMILES string = CN(NI)ON

***

Record 18
DFT (ωB97M-V/def2-TZVPD) results for an isolated ion of composition CH6IN4 and charge +1 in a non-equilibrium geometry.

```
12
Properties=species:S:1:pos:R:3:mulliken_charge:R:1
N -0.042 1.932 -0.403 -0.443
C 0.081 0.636 -0.090 0.631
N -0.622 -0.246 -0.638 -0.621
N -0.319 -1.610 -0.176 -0.033
N 1.102 0.127 1.060 -0.901
I 2.889 -0.306 -0.019 0.307
H -0.583 1.976 -1.267 0.301
H 0.724 2.652 -0.275 0.275
H -1.187 -1.981 0.058 0.326
H 0.328 -1.404 0.612 0.451
H 0.065 -2.213 -0.923 0.340
H 1.226 1.035 1.535 0.366
```

Results
net charge = +1
maximum force = 0.094 Eh/bohr
molecular weight = 200.99 u
SMILES string = N/C(=N/[NH3+])NI

***

Record 19
DFT (ωB97M-V/def2-TZVPD) results for a 3-piece molecular cluster, CH6N2O overall in a non-equilibrium geometry.

```
10
Properties=species:S:1:pos:R:3:mulliken_charge:R:1
N -1.598 0.292 -0.073 -0.403
O -0.711 -0.781 -0.148 -0.355
H -0.076 -0.995 1.083 0.046
H -1.554 0.782 -0.970 0.261
H -1.281 0.933 0.666 0.243
C 0.938 -0.395 -0.314 -0.029
N 1.320 0.751 -0.623 -0.519
H 0.788 1.570 -0.338 0.255
H 1.399 -1.313 -0.655 0.380
H 0.773 -0.843 1.371 0.122
```

Results
maximum force = 0.062 Eh/bohr
molecular weight = 62.07 u

***

Record 20
DFT (ωB97M-V/def2-TZVPD) results for a 2-piece molecular cluster, CH6N2O overall in a non-equilibrium geometry.

```
10
Properties=species:S:1:pos:R:3:mulliken_charge:R:1
H -1.489 -0.995 0.637 0.198
N -1.886 -0.770 -0.278 -0.625
C -0.945 -0.428 -1.078 0.128
N 0.353 -0.826 -1.049 -0.420
H -1.205 0.338 -1.822 0.305
H 0.652 -1.402 -0.275 0.205
H 1.007 -0.306 -1.607 0.216
O 1.464 1.220 1.806 -0.639
H 1.078 1.713 1.082 0.315
H 0.970 1.457 2.584 0.317
```

Results
maximum force = 0.026 Eh/bohr
molecular weight = 62.07 u
SMILES string = [H]/N=C\N.O

***

The evaluated energy relative to the best compared isomer or geometry (same formula, charge and spin) for the records listed, in turn: 39.7, 28.9, 40.0, 87.5, 66.9, 59.3, 13.2, 0.7, 15.2, 0.0, 108.1, 20.9, 7.0, 29.7, 11.4, 54.5, 29.9, 9.6, 145.0, 24.8 kcal per mole.